{"formula": "C24H41N9O2Si", "method": "ωB97M-V with the def2-TZVPD basis set", "elements": ["C", "C", "O", "C", "O", "C", "C", "C", "Si", "H", "H", "H", "H", "H", "H", "H", "H", "H", "H", "H", "H", "H", "H", "C", "C", "N", "H", "H", "H", "C", "C", "N", "H", "H", "H", "C", "C", "N", "H", "H", "H", "C", "C", "N", "H", "H", "H", "C", "C", "N", "H", "H", "H", "C", "C", "N", "H", "H", "H", "C", "C", "N", "H", "H", "H", "C", "C", "N", "H", "H", "H", "C", "C", "N", "H", "H", "H"], "positions_angstrom": [[0.751393, -0.040736, -2.811233], [1.237683, 1.324540, -3.274796], [0.980355, 2.308469, -2.233980], [0.199659, 3.385355, -2.586090], [0.514812, 4.159822, -3.426119], [-1.094057, 3.410059, -1.793422], [-2.277086, 3.165668, -2.751091], [-2.316802, 1.702843, -3.211246], [-2.650167, 0.393095, -1.903095], [1.536731, -0.799700, -2.828751], [0.370789, 0.046179, -1.789135], [-0.059365, -0.415000, -3.443087], [2.309950, 1.354161, -3.491243], [0.721436, 1.659919, -4.179847], [-1.059321, 2.620268, -1.040814], [-1.181275, 4.375319, -1.280624], [-3.215408, 3.463470, -2.269449], [-2.143938, 3.826461, -3.616327], [-3.101258, 1.579778, -3.968472], [-1.376228, 1.468257, -3.727469], [-3.962093, -0.246453, -2.111381], [-1.595853, -0.648976, -1.935549], [-2.643596, 0.990015, -0.543646], [-4.595839, -3.425743, -4.247458], [-5.314523, -2.417451, -3.485933], [-5.884016, -1.618751, -2.889550], [-4.057668, -2.934700, -5.061100], [-3.864499, -3.911082, -3.601904], [-5.272800, -4.177856, -4.647112], [0.344551, -2.041446, -3.871084], [-0.866779, -1.889344, -4.666954], [-1.826747, -1.762151, -5.287701], [0.090693, -2.045191, -2.811740], [0.840182, -2.976788, -4.125301], [1.027485, -1.212626, -4.073218], [3.102605, 2.788110, 0.533177], [2.976720, 1.662733, 1.444845], [2.870874, 0.749264, 2.133584], [2.385618, 2.666767, -0.278705], [2.894785, 3.720028, 1.056634], [4.107074, 2.824808, 0.113893], [3.139974, 0.213343, 5.393598], [3.000560, -1.001523, 6.182665], [2.877842, -1.957730, 6.808788], [2.532245, 0.147875, 4.493148], [2.822999, 1.073017, 5.984001], [4.177762, 0.343501, 5.090305], [4.595716, -1.998709, -4.367535], [3.223558, -2.478375, -4.294215], [2.142710, -2.858576, -4.236273], [4.895892, -1.893197, -5.408658], [4.677865, -1.031395, -3.874104], [5.260783, -2.705264, -3.873814], [-0.683323, 3.184271, 2.075198], [0.301689, 4.255875, 2.008366], [1.093785, 5.085102, 1.954684], [-0.559626, 2.512598, 1.226695], [-0.547668, 2.617357, 2.995070], [-1.689507, 3.600206, 2.058069], [0.819298, -0.028391, 9.276748], [0.764481, 1.180015, 8.464548], [0.739233, 2.117276, 7.800981], [0.221974, 0.099406, 10.177943], [0.437579, -0.873113, 8.705761], [1.850475, -0.239503, 9.554723], [4.781292, -3.884321, 4.725563], [4.779937, -4.912672, 3.694115], [4.779810, -5.719151, 2.876703], [3.781424, -3.746500, 5.132478], [5.449288, -4.171282, 5.536076], [5.122383, -2.940870, 4.301399], [-7.269108, -1.253233, 0.104998], [-7.312446, -1.030229, 1.543519], [-7.346460, -0.854796, 2.678016], [-8.230324, -1.623595, -0.246988], [-7.036720, -0.327741, -0.417822], [-6.499425, -1.981055, -0.142253]], "forces_ev_per_angstrom": [[0.2368, 2.9854, 1.5168], [0.3536, 0.6749, 0.1332], [-0.2191, -0.2710, -0.0915], [-0.2494, -0.6859, 0.8791], [0.1125, 0.4106, -0.7303], [-0.0086, 0.3028, 0.0923], [0.1916, 0.1506, 0.0918], [-0.0935, 0.1342, -0.3936], [-0.1349, -0.1715, 0.1155], [0.2816, 1.2374, 1.0025], [0.2247, 0.0832, -0.0322], [0.1364, 2.1989, 1.3029], [-0.0915, -0.0657, 0.0583], [0.1232, -0.0764, 0.0351], [0.0071, 0.1415, -0.0133], [-0.0166, -0.0838, -0.1999], [0.1515, -0.1378, 0.0164], [-0.1038, -0.0772, 0.1247], [0.1411, 0.0107, 0.0422], [-0.2069, -0.0253, 0.0382], [0.0803, 0.0889, 0.0413], [-0.3432, -0.0188, 0.1255], [0.0417, 0.0268, 0.0280], [0.2871, 0.0540, -0.1232], [-0.2397, -0.0029, 0.0257], [-0.0621, -0.0941, -0.0216], [-0.0132, -0.0921, 0.0581], [-0.0050, -0.0059, -0.0303], [-0.0742, 0.0630, 0.0348], [-5.2574, -1.3426, -1.5285], [-0.0949, 0.2019, 0.4820], [-0.1851, -0.0283, -0.2266], [-0.0535, -0.3354, -0.1628], [-3.5392, 0.0354, 0.2276], [-0.8305, -2.3251, -1.5110], [0.0107, 0.1244, -0.0878], [0.0367, -0.2058, 0.0338], [-0.0310, 0.1250, -0.0253], [0.0062, 0.0448, -0.0364], [0.0168, -0.0258, -0.0248], [0.0009, -0.0427, 0.0357], [-0.0077, 0.0812, -0.0316], [-0.0723, -0.0914, 0.1370], [0.0161, 0.1124, -0.0446], [0.0259, -0.0006, 0.0140], [-0.0076, -0.0164, -0.0099], [-0.0136, 0.0043, 0.0173], [0.0126, 0.2614, 0.1058], [0.5985, 0.2819, -0.0179], [8.8714, -3.4777, -1.3891], [-0.0395, -0.0175, 0.0000], [0.0597, 0.0265, -0.0198], [-0.0459, -0.0202, -0.0141], [-0.0473, -0.0457, 0.0513], [0.0366, 0.0302, 0.0173], [-0.0575, -0.0310, -0.0255], [-0.0017, 0.0033, 0.0180], [-0.0063, 0.0146, -0.0063], [0.0128, -0.0119, -0.0071], [-0.0144, -0.0589, 0.0584], [0.0538, 0.0633, -0.1580], [0.0178, -0.0958, 0.0531], [0.0071, 0.0001, -0.0168], [0.0090, 0.0111, 0.0052], [-0.0137, 0.0036, -0.0050], [-0.0038, 0.0249, 0.0502], [-0.0065, -0.1115, -0.1238], [0.0053, 0.0748, 0.0649], [0.0224, -0.0102, -0.0094], [-0.0092, 0.0112, -0.0094], [-0.0112, -0.0052, 0.0167], [0.0308, -0.0040, -0.0891], [-0.0241, 0.0302, 0.1716], [0.0146, -0.0125, -0.1054], [0.0145, 0.0043, 0.0052], [-0.0014, -0.0174, -0.0003], [-0.0123, 0.0084, -0.0055]], "mulliken_charge": [-0.60, -1.21, -0.29, 0.34, -0.57, 0.52, -1.00, -0.52, 0.61, 0.56, 0.68, -0.38, 0.37, 0.45, -0.51, 0.39, 0.40, 0.40, 0.56, 0.13, -0.23, -0.14, -0.28, -0.79, 0.45, -0.44, 0.24, 0.24, 0.33, -0.41, 0.42, -0.61, 0.23, 0.56, 0.01, -0.38, 0.39, -0.45, -0.15, 0.24, 0.35, -0.62, 0.39, -0.49, 0.17, 0.30, 0.28, -1.00, 0.51, -0.34, 0.30, 0.29, 0.31, -0.56, 0.44, -0.51, -0.01, 0.33, 0.33, -0.79, 0.37, -0.42, 0.32, 0.26, 0.26, -0.60, 0.26, -0.37, 0.19, 0.27, 0.22, -0.69, 0.28, -0.37, 0.30, 0.26, 0.22], "charge": 0, "e_tot_ev": -50927.527, "lumo_ev": -0.072, "e_homo_ev": -9.49, "orbital_gap_ev": 9.41}